## A
Below is one molecule with the formula C3H4ClNOS2, with properties calculated with ωB97M-V with the def2-TZVPD basis set.

```
! wB97M-V def2-TZVPD RIJCOSX def2/J DEFGRID3
* xyz 0 1
O -2.09464 1.21353 0.34638
C -1.19337 0.46635 0.06491
C -0.10098 1.28345 -0.49633
Cl -0.17949 1.11023 -2.19178
S -1.39854 -1.35068 -0.20345
C 0.45368 -1.62028 -0.27000
N 1.40940 -1.40996 0.47069
S 1.41704 -0.69808 1.98074
H -0.04781 2.32953 -0.27203
H 1.00017 1.09604 -0.29929
H 0.60575 -1.97372 -1.22525
H 0.12878 -0.44639 2.09542
*
```

Computed properties:
* HOMO: -9.76 eV
* SMILES: O=C(CCl)S/C=N\S
* gap between HOMO and LUMO: 9.9146 eV

Results of the natural (NBO) charge analysis, in e, for atoms 1 through 5: O -0.50; C 0.40; C -0.54; Cl 0.00; S 0.16

---

## B
Below is one molecule with the formula C3H4ClNOS2, with properties calculated with ωB97M-V with the def2-TZVPD basis set.

```
! wB97M-V def2-TZVPD RIJCOSX def2/J DEFGRID3
* xyz 0 1
O 1.80433 -1.97458 -0.59671
C 1.07830 -1.13750 -0.13387
C 1.19658 0.40766 -0.77020
Cl 1.36521 1.94228 0.28377
S 0.17789 -1.16987 1.33219
C -0.85429 0.34033 1.39593
N -1.93035 0.65698 0.72034
S -2.72029 0.02788 -0.53061
H 2.13680 0.37404 -1.53485
H 0.27109 0.48111 -1.52770
H -0.44037 1.21619 1.91169
H -2.08488 -1.16453 -0.54997
*
```

Computed properties:
* HOMO: -9.49 eV
* SMILES: O=C(CCl)S/C=N\S
* gap between HOMO and LUMO: 9.4250 eV

Results of the natural (NBO) charge analysis, in e, for atoms 1 through 5: O -0.51; C 0.37; C -0.51; Cl -0.05; S 0.23

---

Energy ordering: A at the bottom, the next structure 0.0098 hartree above.